Version a
ORCA calculation (wB97M-V/def2-TZVPD) on 2 unconnected molecules or ions with the total composition C5H14N7.

CARTESIAN COORDINATES (ANGSTROEM)
C 0.6470 -1.1653 -0.9449
C -1.9059 2.1370 1.6325
C -1.6668 0.9860 1.0113
C -0.4372 0.6356 0.2993
C 1.7949 1.4732 -0.3491
N -0.2727 -0.6418 0.0180
N 0.4206 1.5950 -0.0227
N 0.6826 -0.5662 -2.0532
N 1.2267 -2.3235 -0.5472
N -2.4678 -2.7383 0.7228
N 2.4080 0.4612 0.0860
N 2.2658 2.5601 -1.0077
H -2.8425 2.2986 2.1385
H -1.2026 2.9519 1.6916
H -2.4097 0.2017 1.0300
H -0.9827 -1.3210 0.3559
H 0.0998 2.5434 0.1341
H 1.2828 -0.9704 -2.7602
H 1.2929 -2.5242 0.4373
H 1.9666 -2.6995 -1.1180
H -2.9958 -2.7792 1.5882
H -2.0213 -3.6425 0.6109
H 3.3975 0.4247 -0.1210
H -3.1413 -2.6537 -0.0325
H 3.2176 2.5548 -1.3330
H 1.6433 3.2026 -1.4668

Charge: +1

Electronic structure analysis, Löwdin charges in units of e: -0.5572, 0.1013, -0.0541, -0.2450, -0.5195, 0.1752, 0.1764, 0.1642, 0.1654, 0.0273, 0.1587, 0.1725, 0.0829, 0.0747, 0.1061, 0.1085, 0.1504, 0.0696, 0.1090, 0.1136, 0.0376, 0.0364, 0.0780, 0.0415, 0.1167, 0.1099

Version b
ORCA calculation (wB97M-V/def2-TZVPD) on a gas-phase ion, C5H14N7 (charge +1).

CARTESIAN COORDINATES (ANGSTROEM)
C -0.3024 1.6594 0.1408
C 2.3352 -1.0212 -1.7312
C 2.1515 -1.1799 -0.4360
C 1.1457 -0.4334 0.3973
C -1.4184 -0.6153 -0.0125
N 0.7997 0.9778 -0.1233
N -0.1607 -1.1352 0.3817
N -1.3704 0.9371 0.2930
N -0.3975 3.0063 0.1618
N 1.6390 -0.4788 1.7104
N -2.5599 -1.2008 0.5846
N -1.4569 -0.7611 -1.4647
H 3.0442 -1.5619 -2.2004
H 1.8884 -0.2498 -2.3888
H 2.5865 -1.9130 0.1998
H 1.6889 1.4777 -0.1802
H -0.2022 -1.8906 1.1422
H -2.2598 1.3056 0.6752
H 0.5392 3.4272 -0.0328
H -1.3907 3.5134 0.1410
H 2.6146 -0.1991 1.9195
H 1.1179 0.1033 2.4663
H -2.6824 -1.1067 1.6531
H -3.3823 -0.6273 0.3349
H -2.2974 -0.3303 -1.8679
H -1.6699 -1.7034 -1.7640

Charge: +1

Electronic structure analysis, Löwdin charges in units of e: -0.4622, 0.0645, -0.0919, -0.5265, -0.6021, 0.1870, 0.0894, 0.1673, 0.1696, 0.0764, 0.0946, 0.1012, 0.0262, 0.0887, 0.1073, 0.1613, 0.1765, 0.1622, 0.1410, 0.2034, 0.1135, 0.1435, 0.1356, 0.0954, 0.0855, 0.0926

Which structure above is the least stable one? version b is the least stable one.